ORCA calculation (wB97M-V/def2-TZVPD) on a structure of composition C50H59CoN3O2P2S.

Geometry (Å):
Co1 0.084101 -0.257458 -0.416632
S1 -2.498953 -0.774036 -2.426595
P1 0.172533 1.905370 -1.497367
P2 -0.053066 -1.309381 1.755399
O1 0.238674 1.609610 1.420758
O2 -1.484065 -1.009543 -1.257696
N1 1.935941 -0.675639 -0.749040
N2 4.126260 -1.381402 -1.140380
N3 2.364271 -2.719785 -1.794918
C1 -3.209447 2.904238 -4.455337
C2 -0.018391 -0.087555 3.058841
C3 -1.164085 2.273404 -2.666018
C4 -3.171597 1.333963 0.441036
C5 -1.544130 -2.298606 1.945402
C6 0.153289 5.278100 1.530411
C7 1.714970 4.166066 3.978000
C8 -2.806352 -4.263896 1.343549
C9 5.077271 -2.467825 -0.833328
C10 0.988361 -3.175559 -1.629741
C11 3.222913 1.143323 -4.099001
C12 -1.155633 1.749502 -3.965096
C13 -1.699577 -3.452320 1.166589
C14 -4.738690 -4.277941 -1.958133
C15 4.082823 2.223062 -3.916264
C16 1.756151 2.026611 -2.388979
C17 2.426687 -4.425497 2.791240
C18 1.383452 -2.360991 2.113530
C19 3.799200 3.177550 -2.952603
C20 -0.768889 4.475726 4.261361
C21 -2.541888 -1.935173 2.851166
C22 0.058454 4.553803 -0.739742
C23 -2.232933 3.084807 -2.261832
C24 -3.240680 3.408569 -3.158506
C25 0.326040 3.701336 3.502449
C26 -3.834345 0.229117 -1.751161
C27 0.204555 3.969646 2.006867
C28 2.631827 -1.727609 2.159586
C29 3.141774 -3.465869 -2.800370
C30 0.178284 2.210855 3.780174
C31 -4.282190 -2.854473 -1.616168
C32 -2.170155 2.069575 -4.853446
C33 3.657787 -3.793919 2.838105
C34 -3.657800 -2.745608 3.012001
C35 0.076969 5.579578 0.177990
C36 1.284184 -3.714870 2.427699
C37 0.008768 0.394284 5.401180
C38 -3.787065 -3.910085 2.268536
C39 -0.057123 -0.527357 4.380396
C40 4.664849 -0.026630 -0.949809
C41 2.080259 1.034398 -3.325314
C42 2.810328 -1.598889 -1.222865
C43 2.638191 3.085903 -2.186969
C44 0.119319 3.231079 -0.298265
C45 0.185256 2.962159 1.064615
C46 0.120761 1.742137 5.091585
C47 0.122409 1.266002 2.777120
C48 3.761129 -2.437837 2.525314
C49 -3.272391 -2.373776 -2.649049
C50 -3.956694 0.196283 -0.219706
H1 2.495722 -3.653882 -3.657260
H2 -4.728282 -0.127849 -2.272347
H3 0.001610 4.772988 -1.802253
H4 1.844423 5.236696 3.793899
H5 -5.148178 -2.194329 -1.594558
H6 -4.046397 4.067254 -2.848462
H7 4.979437 2.311371 -4.520663
H8 1.829610 3.993070 5.052055
H9 -5.169670 -4.328731 -2.962360
H10 -3.627208 -0.762501 0.176890
H11 5.637645 0.026687 -1.435087
H12 -0.668325 5.551976 4.106058
H13 3.447980 0.387810 -4.846713
H14 -3.832562 -2.843711 -0.626689
H15 2.457504 0.067858 -0.298711
H16 -3.903223 -4.985155 -1.914029
H17 3.483032 -4.423826 -2.414336
H18 2.511918 3.628048 3.455677
H19 -2.909790 -5.174953 0.764328
H20 2.711479 -0.662435 1.953681
H21 4.807616 0.203072 0.112167
H22 -2.420469 -3.056495 -2.725350
H23 -3.625866 1.237979 -2.106650
H24 0.381415 -2.914501 -2.500660
H25 -2.103357 1.278667 0.198109
H26 -5.014606 0.292382 0.030308
H27 0.327673 -4.217952 2.423336
H28 -3.719086 -2.292519 -3.649668
H29 0.184324 2.457505 5.904782
H30 4.722943 -1.936938 2.591814
H31 5.832974 -2.567671 -1.610761
H32 -2.442458 -1.036612 3.448586
H33 1.445977 0.162675 -3.442422
H34 -3.994803 3.167989 -5.157899
H35 -2.144107 1.677531 -5.863962
H36 4.539299 -4.349456 3.138357
H37 3.993453 -2.884844 -3.134315
H38 -0.025820 0.069058 6.434520
H39 -4.652870 -4.547646 2.409011
H40 -2.275079 3.478443 -1.254446
H41 -3.269478 1.300274 1.527552
H42 -5.503055 -4.614682 -1.253874
H43 5.578978 -2.226447 0.103231
H44 0.984442 -4.257967 -1.515292
H45 -3.533486 2.312003 0.105803
H46 2.437665 3.843669 -1.442027
H47 2.344280 -5.473651 3.053293
H48 -0.938577 -3.739160 0.447417
H49 -0.348744 1.118178 -4.304702
H50 -0.134373 -1.588974 4.602027
H51 -1.766463 4.170908 3.931981
H52 0.542778 -2.745014 -0.744809
H53 4.027753 0.723695 -1.416299
H54 4.477373 4.008412 -2.794039
H55 0.038132 6.610187 -0.154333
H56 -4.421571 -2.471852 3.732757
H57 0.180829 6.095535 2.243348
H58 4.561986 -3.413528 -0.703712
H59 -0.694304 4.304796 5.337118

Atomic forces in eV per Å
-0.122 -0.304 -0.192
0.363 -0.083 0.052
0.046 0.195 -0.268
0.115 -0.386 0.435
0.000 0.069 0.169
-0.112 0.208 -0.052
-0.057 -0.003 -0.137
0.575 0.158 0.150
-0.166 -0.313 -0.131
-0.057 0.025 -0.023
0.034 -0.036 -0.191
-0.071 -0.005 -0.068
-0.113 -0.050 -0.021
-0.076 0.046 -0.170
0.009 0.148 0.027
0.078 0.031 0.029
-0.058 -0.011 0.017
-0.055 0.179 -0.112
0.251 0.039 -0.245
-0.009 -0.077 -0.034
0.017 0.236 0.091
0.035 -0.052 0.043
0.015 0.025 0.012
0.067 0.021 -0.034
-0.045 -0.139 -0.084
-0.090 -0.014 -0.036
0.026 -0.022 -0.112
0.008 0.038 0.075
-0.055 0.001 -0.009
0.001 0.052 0.016
0.050 -0.086 -0.167
0.124 0.136 -0.135
0.013 0.094 -0.065
-0.037 0.015 0.005
-0.105 -0.011 0.131
0.003 0.177 0.341
0.020 0.009 0.064
-0.198 0.089 0.123
0.015 0.346 0.174
-0.002 -0.254 -0.123
-0.105 0.018 -0.014
0.077 0.047 0.006
-0.072 0.027 0.036
0.011 0.195 0.183
0.096 0.032 0.005
-0.001 0.152 0.206
-0.003 -0.054 -0.039
0.023 -0.165 -0.053
-0.026 -0.201 0.084
-0.040 0.057 -0.015
-0.478 0.172 0.179
0.044 0.008 -0.059
0.071 -0.069 -0.104
0.002 -0.522 0.100
0.010 0.039 0.131
0.010 0.119 -0.526
0.008 0.002 0.003
-0.156 -0.095 -0.067
0.071 0.205 -0.035
-0.043 0.015 0.006
0.071 0.006 0.084
0.009 -0.049 0.113
-0.011 -0.129 0.032
-0.034 0.053 -0.002
0.089 -0.094 -0.032
-0.094 0.001 0.053
-0.007 0.030 -0.128
0.044 0.007 0.113
-0.007 -0.064 0.013
0.010 -0.046 -0.005
-0.006 -0.122 0.021
-0.031 0.097 0.112
0.037 0.041 0.100
0.145 0.015 0.010
-0.094 0.092 -0.018
0.016 -0.047 0.049
-0.066 0.053 0.053
0.009 0.068 0.045
0.001 -0.084 0.046
-0.034 -0.034 -0.032
-0.032 0.021 -0.066
-0.107 -0.193 0.018
0.017 0.025 0.006
-0.083 0.000 0.019
0.020 -0.009 -0.009
-0.005 -0.001 0.027
0.044 -0.073 0.114
-0.024 -0.073 -0.079
-0.131 -0.054 0.013
-0.021 0.019 -0.057
-0.022 -0.056 -0.046
-0.043 0.029 -0.035
0.119 -0.033 0.090
0.003 0.038 0.080
-0.066 0.048 -0.029
0.021 0.068 0.020
0.023 0.059 -0.088
0.074 0.042 -0.006
0.057 0.030 -0.115
-0.002 -0.040 -0.024
0.093 0.047 -0.073
0.002 0.051 0.016
0.038 -0.063 -0.017
0.010 -0.197 0.097
-0.037 0.018 -0.023
-0.008 0.066 -0.019
-0.079 0.021 0.051
0.078 -0.024 -0.005
0.010 0.129 -0.048
0.092 0.033 0.038
0.006 0.065 0.176
0.005 -0.087 -0.008
-0.059 -0.061 -0.014
0.003 -0.076 0.060
0.088 -0.026 -0.090
-0.005 -0.084 -0.075
-0.055 0.043 0.018
-0.004 0.027 -0.117

The spin multiplicity is 5. For the HOMO energy (spin up / spin down), the calculation gives -15.736 / -15.734 eV. The HOMO-LUMO gap (spin up / spin down) is 9.05 / 4.84 eV. As for the energy: -4718.251620 a.u. The net charge is +3.

Mulliken atomic charge list, values in e, 5 entries: number 1, Co, carries 0.169; number 2, S, carries 0.696; number 3, P, carries 1.636; number 4, P, carries 1.721; number 5, O, carries 0.890